(1)
The following is a DFT calculation (ωB97M-V with the def2-TZVPD basis set) of 4 unconnected molecules or ions with the total composition C26H58NO12P4S at a distorted geometry.

Last column: Mulliken charge in e.
Geometry (Å):
C (1.86, -1.41, 3.70)  -1.542
C (2.21, -2.01, 2.30)  1.326
C (1.84, -1.25, 1.11)  -0.685
C (2.12, -1.79, -0.22)  -0.636
C (2.76, -3.10, -0.29)  -0.536
C (3.15, -3.86, 0.87)  -0.774
C (2.86, -3.31, 2.21)  0.341
C (3.27, -4.16, 3.45)  -0.615
S (4.90, -3.46, 4.03)  -0.071
P (5.59, -1.83, 2.76)  0.526
N (7.17, -1.83, 2.81)  -0.720
H (2.16, -0.34, 3.83)  0.391
H (0.73, -1.44, 3.78)  0.364
H (2.27, -2.01, 4.55)  0.258
H (1.34, -0.25, 1.24)  0.459
H (1.79, -1.19, -1.10)  0.523
H (2.95, -3.54, -1.30)  0.347
H (3.63, -4.86, 0.78)  0.319
H (2.52, -4.09, 4.28)  0.326
H (3.40, -5.22, 3.12)  0.499
H (5.82, -4.49, 3.89)  0.328
H (5.22, -1.98, 1.39)  0.116
H (5.18, -0.56, 3.30)  0.172
H (7.53, -1.94, 1.85)  0.267
O (-0.58, -2.63, 6.68)  -0.663
P (-1.63, -1.95, 7.55)  1.112
O (-0.73, -1.96, 8.93)  -0.345
C (0.35, -1.05, 9.06)  -0.168
C (-0.14, 0.32, 9.48)  -1.024
O (-2.49, -3.32, 7.86)  -0.390
C (-2.73, -4.28, 6.83)  -0.275
C (-1.89, -5.51, 7.06)  -1.226
O (-2.78, -1.08, 8.42)  -0.332
C (-4.16, -1.18, 8.05)  -0.186
C (-4.91, -1.86, 9.18)  -1.135
H (0.92, -0.99, 8.12)  0.144
H (1.02, -1.46, 9.82)  0.328
H (-0.74, 0.78, 8.70)  0.245
H (0.71, 0.98, 9.70)  0.412
H (-0.77, 0.25, 10.37)  0.248
H (-2.54, -3.85, 5.84)  0.329
H (-3.79, -4.54, 6.86)  0.362
H (-0.83, -5.27, 7.10)  0.260
H (-2.05, -6.25, 6.28)  0.393
H (-2.15, -5.96, 8.03)  0.318
H (-4.29, -1.70, 7.10)  0.258
H (-4.54, -0.16, 7.92)  0.371
H (-4.54, -2.87, 9.34)  0.257
H (-5.98, -1.92, 8.96)  0.386
H (-4.77, -1.32, 10.12)  0.328
O (1.19, 2.01, -2.16)  -0.670
P (2.19, 3.04, -2.64)  1.199
O (2.63, 3.57, -1.14)  -0.371
C (3.48, 2.75, -0.35)  -0.116
C (4.93, 2.94, -0.75)  -1.048
O (1.04, 4.21, -2.93)  -0.408
C (-0.20, 3.85, -3.54)  -0.032
C (-1.31, 3.91, -2.51)  -1.276
O (3.33, 4.15, -3.22)  -0.349
C (3.15, 4.72, -4.52)  -0.129
C (2.89, 6.21, -4.36)  -1.150
H (3.19, 1.70, -0.43)  0.101
H (3.34, 3.06, 0.69)  0.339
H (5.11, 2.56, -1.76)  0.254
H (5.60, 2.41, -0.06)  0.403
H (5.20, 4.00, -0.75)  0.255
H (-0.15, 2.87, -4.01)  0.090
H (-0.39, 4.58, -4.33)  0.400
H (-1.11, 3.24, -1.68)  0.248
H (-2.27, 3.64, -2.96)  0.377
H (-1.39, 4.92, -2.10)  0.333
H (2.35, 4.23, -5.08)  0.222
H (4.08, 4.57, -5.09)  0.368
H (1.98, 6.39, -3.79)  0.255
H (2.79, 6.70, -5.33)  0.387
H (3.71, 6.68, -3.81)  0.329
O (-3.58, 1.47, -5.59)  -0.714
P (-3.28, 0.51, -6.73)  1.199
O (-1.65, 0.72, -6.82)  -0.321
C (-0.83, 0.16, -5.80)  -0.200
C (-0.58, -1.32, -6.05)  -1.176
O (-3.72, 1.54, -7.95)  -0.377
C (-4.84, 2.41, -7.79)  -0.300
C (-4.36, 3.84, -7.62)  -1.169
O (-3.16, -0.71, -7.88)  -0.375
C (-4.28, -0.99, -8.73)  -0.198
C (-3.91, -0.63, -10.15)  -1.134
H (-1.29, 0.32, -4.82)  0.314
H (0.11, 0.70, -5.82)  0.253
H (-1.51, -1.89, -5.95)  0.279
H (0.15, -1.71, -5.34)  0.400
H (-0.21, -1.48, -7.07)  0.274
H (-5.47, 2.10, -6.96)  0.366
H (-5.44, 2.33, -8.70)  0.361
H (-3.70, 3.93, -6.76)  0.210
H (-5.20, 4.52, -7.49)  0.393
H (-3.78, 4.15, -8.49)  0.305
H (-5.18, -0.46, -8.40)  0.269
H (-4.49, -2.06, -8.66)  0.374
H (-3.67, 0.43, -10.24)  0.257
H (-4.72, -0.87, -10.84)  0.383
H (-3.01, -1.18, -10.46)  0.328

DFT total energy, eV: -101941.724
Total charge: +1
Molecular weight, Da: 732.7
Gap between HOMO and LUMO, eV: 7.07
LUMO, eV: -4.3

=====

(2)
The following is a DFT calculation (ωB97M-V with the def2-TZVPD basis set) of H4N2O2S3 in the gas phase at a distorted geometry.

Last column: Mulliken spin population.
Geometry (Å):
N (-0.07, -1.52, -2.36)  0.288
N (0.49, 0.57, 2.63)  0.128
O (-0.29, 2.17, -0.06)  0.132
O (-1.36, -0.07, 0.21)  0.117
S (0.37, 0.05, -2.41)  0.802
S (1.23, 0.02, 1.27)  0.278
S (-0.23, 0.73, -0.14)  0.277
H (-1.09, -1.71, -2.53)  -0.004
H (0.59, -2.20, -2.59)  -0.010
H (-0.39, 0.50, 3.00)  -0.003
H (0.74, 1.46, 2.98)  -0.004

DFT total energy, eV: -39641.435
Molecular weight, Da: 160.2
2S+1: 3
Gap between HOMO and LUMO (spin up / spin down), eV: 7.00 / 6.31
⟨S²⟩: 2.010
LUMO (spin up / spin down), eV: 0.3 / -3.0

=====

(3)
The following is a DFT calculation (ωB97M-V with the def2-TZVPD basis set) of a molecular structure, C32H34AsFN4NaO8 at a distorted geometry.

Last column: Mulliken charge in e.
Geometry (Å):
Na (0.94, -1.45, 4.12)  1.006
O (5.01, -6.35, 5.59)  -0.569
C (4.07, -5.46, 5.13)  1.264
C (3.61, -4.43, 5.93)  -0.476
C (2.69, -3.54, 5.40)  -0.099
N (2.24, -3.62, 4.14)  -0.291
C (2.67, -4.64, 3.39)  0.024
C (3.58, -5.59, 3.84)  -0.536
C (2.18, -4.74, 1.92)  0.304
O (2.82, -5.53, 1.19)  -0.822
O (1.22, -4.01, 1.61)  -0.752
C (2.13, -2.41, 6.29)  0.351
O (2.90, -2.00, 7.18)  -0.744
O (0.95, -2.07, 6.03)  -0.839
H (5.31, -6.04, 6.45)  0.276
H (3.95, -4.29, 6.95)  0.385
H (3.91, -6.37, 3.18)  0.498
C (-2.06, 5.66, 1.63)  -1.043
C (-2.96, 4.47, 1.99)  -1.087
N (-2.27, 3.20, 1.88)  0.238
C (-1.49, 2.77, 2.94)  -0.168
C (-0.89, 1.58, 3.03)  -0.448
C (0.11, 1.37, 4.22)  0.330
O (-0.12, 2.09, 5.20)  -0.765
O (1.03, 0.57, 3.98)  -0.784
C (-1.13, 0.57, 2.01)  1.004
O (-0.77, -0.59, 2.05)  -0.647
C (-1.89, 1.07, 0.84)  0.062
C (-2.10, 0.21, -0.22)  -0.599
C (-2.68, 0.66, -1.38)  0.408
F (-2.90, -0.21, -2.39)  -0.432
C (-3.04, 2.00, -1.53)  -1.444
C (-2.89, 2.85, -0.45)  -0.282
C (-2.37, 2.40, 0.77)  0.292
N (-3.51, 2.56, -2.76)  0.344
C (-4.84, 3.13, -2.79)  -0.655
C (-4.78, 4.37, -3.72)  -0.743
N (-3.53, 4.21, -4.52)  -0.114
C (-3.49, 2.87, -5.16)  -0.631
C (-3.25, 1.85, -4.01)  -0.789
H (-2.60, 6.60, 1.74)  0.378
H (-1.70, 5.58, 0.61)  0.277
H (-1.19, 5.68, 2.30)  0.344
H (-3.84, 4.45, 1.35)  0.483
H (-3.30, 4.58, 3.02)  0.460
H (-1.38, 3.47, 3.76)  0.573
H (-1.77, -0.82, -0.11)  0.885
H (-3.14, 3.90, -0.59)  0.661
H (-5.15, 3.42, -1.79)  0.513
H (-5.58, 2.40, -3.16)  0.291
H (-4.72, 5.30, -3.16)  0.407
H (-5.64, 4.41, -4.40)  0.358
H (-2.79, 4.16, -3.79)  0.390
H (-3.37, 4.98, -5.17)  0.292
H (-2.69, 2.84, -5.90)  0.354
H (-4.44, 2.70, -5.67)  0.306
H (-2.23, 1.48, -4.02)  0.521
H (-3.91, 0.99, -4.15)  0.482
C (0.27, -2.29, -2.05)  -1.174
As (1.01, -1.89, -0.24)  0.659
C (1.51, -0.01, -0.70)  -1.123
C (2.84, -2.64, -0.56)  -1.128
C (3.41, -2.44, -1.91)  0.193
C (3.18, -3.38, -2.92)  -0.207
C (3.66, -3.19, -4.21)  -0.583
C (4.39, -2.05, -4.52)  -0.451
C (4.66, -1.12, -3.52)  -0.661
C (4.19, -1.32, -2.23)  -0.186
H (0.90, -1.90, -2.85)  0.292
H (-0.73, -1.86, -2.16)  0.265
H (0.18, -3.37, -2.16)  0.350
H (1.98, 0.08, -1.68)  0.462
H (2.20, 0.36, 0.06)  0.319
H (0.63, 0.64, -0.68)  0.165
H (2.75, -3.70, -0.32)  0.305
H (3.46, -2.17, 0.21)  0.599
H (2.63, -4.28, -2.68)  0.412
H (3.48, -3.93, -4.97)  0.372
H (4.76, -1.88, -5.53)  0.367
H (5.26, -0.25, -3.75)  0.361
H (4.43, -0.61, -1.45)  0.387

DFT total energy, eV: -124049.611
Total charge: -1
Molecular weight, Da: 719.6
Gap between HOMO and LUMO, eV: 3.73
ΔE to the lowest compared entry with this formula, charge and spin, kJ/mol: 295.3
LUMO, eV: -0.5